Computed, not measured: 7 unconnected molecules or ions with the total composition C33H74NO28P7S at a distorted geometry, with ωB97M-V with the def2-TZVPD basis set.

Each line ends with the Mulliken charge.
Geometry (Å):
H (-7.669, 8.365, 4.787)  0.2621
H (-3.880, -3.011, 1.790)  0.4680
H (-0.601, -0.839, 7.590)  0.4110
H (-1.228, -7.013, -8.221)  0.3495
H (-0.010, 5.750, 7.277)  0.4524
H (2.290, -6.025, -6.237)  0.2237
C (-2.444, 3.651, 6.052)  -1.4771
C (-1.590, -7.923, -7.741)  -0.7548
H (6.111, -1.219, 1.821)  0.2676
C (-1.259, 4.025, 6.994)  0.7418
C (-2.768, -6.108, -1.639)  -0.4140
H (-1.080, -8.782, -8.173)  0.2728
H (-8.160, 8.767, 6.443)  0.2733
P (7.184, -1.159, -6.822)  0.9427
H (3.726, -1.449, -7.107)  0.1493
H (-2.515, -2.612, -1.590)  0.0099
H (-2.923, -5.615, -6.373)  0.2568
H (-2.272, -5.249, -2.093)  0.1076
C (6.461, -0.689, 0.936)  -0.7278
H (-2.202, -2.761, 1.264)  0.3009
O (0.710, 2.999, 1.368)  -0.5473
H (4.627, -2.454, -8.259)  0.2841
O (-3.269, -4.109, 0.149)  -0.3535
C (4.682, -1.579, -7.612)  -0.5879
H (-5.524, -3.721, -4.270)  0.3459
P (-4.539, -4.262, -0.920)  1.3145
P (-0.220, -6.964, -5.676)  0.8434
H (2.722, -7.716, -5.888)  0.2772
O (7.087, 1.058, -0.990)  -0.2919
H (-1.436, -4.795, -6.923)  0.3909
O (-5.511, -4.159, -2.254)  -0.4726
O (8.232, -1.940, -6.139)  -0.6878
S (-4.026, -0.801, 6.102)  -0.1778
O (-4.114, -5.803, -1.228)  -0.4189
C (-3.767, 8.214, 3.826)  -0.6414
C (0.340, 2.107, 2.042)  0.1605
O (-4.182, 6.405, 6.123)  -0.4042
H (-3.289, 3.342, 6.656)  0.3980
H (-3.481, 7.218, 3.494)  0.2152
O (-5.635, -4.178, 0.085)  -0.7280
H (8.112, 2.420, -2.167)  0.3105
C (-5.210, 9.323, 8.263)  -0.6559
H (1.173, -1.537, 4.642)  0.3437
H (-1.796, -1.552, 5.609)  0.0854
O (-2.613, -1.200, -4.053)  -0.7283
O (7.244, -1.709, -8.370)  -0.2933
H (-4.846, 1.260, 5.277)  0.4551
H (5.972, 1.324, -7.085)  0.3264
H (2.747, -7.114, -7.558)  0.2508
H (0.588, -3.865, -4.659)  0.0802
H (-4.680, 9.578, 9.178)  0.2577
H (-6.271, 9.211, 8.487)  0.2468
C (-2.038, -5.062, -6.054)  -0.6705
O (7.083, 3.082, 0.393)  -0.7012
O (5.692, -1.780, -6.616)  -0.3025
H (7.416, -1.111, 0.623)  0.2945
O (-0.458, -2.140, -5.134)  -0.3726
C (-2.099, 2.626, 4.984)  0.8069
H (6.360, 2.329, -2.486)  0.3004
H (8.991, -0.628, -8.810)  0.3192
H (-2.659, -8.015, -7.925)  0.2772
H (-2.087, -0.364, 8.427)  0.3517
C (-0.385, 5.174, 6.428)  -1.8090
H (-2.806, -6.913, -2.370)  0.2252
C (-2.748, 1.394, 4.847)  0.2327
H (-1.400, -1.277, -1.202)  0.4430
O (6.946, 0.047, -5.728)  -0.1547
H (-3.954, 8.841, 2.957)  0.2679
H (3.946, 0.632, 1.804)  0.2559
O (-6.467, 7.613, 6.298)  -0.3689
C (-3.908, 0.984, 5.758)  -0.7839
C (-2.366, -1.400, 6.527)  -0.2428
C (-1.065, 2.991, 4.095)  -0.3863
N (0.714, 0.681, 1.912)  0.0747
C (-0.700, 2.080, 3.147)  0.0593
H (5.732, -0.823, 0.136)  0.3458
C (7.253, 1.757, -2.235)  -0.6975
H (-6.785, 9.604, 5.701)  0.3472
H (0.497, 4.761, 5.937)  0.5047
P (-4.846, 7.725, 6.174)  0.8819
O (-1.382, -7.902, -6.322)  -0.3843
C (-1.614, -0.451, 7.450)  -0.5006
H (-1.539, 0.538, 7.012)  -0.3525
O (-4.681, 8.074, 7.772)  -0.3333
O (0.874, -7.473, -6.793)  -0.3051
O (2.802, 0.922, 3.713)  -0.5691
O (-4.987, 8.132, 4.586)  -0.3217
C (-7.308, 8.650, 5.774)  -0.7100
H (-2.519, -2.345, 7.044)  0.4520
H (-2.711, 4.570, 5.530)  0.2864
H (1.370, -2.775, -5.824)  0.2644
H (-2.190, -6.439, -0.776)  0.3421
P (6.280, 1.858, 0.200)  1.0922
H (2.874, 1.857, 1.113)  0.0020
H (-3.527, -2.037, 0.342)  0.4324
C (0.784, -2.821, -4.906)  -0.5691
C (0.675, 0.522, -4.685)  -0.6814
H (-1.692, 4.394, 7.924)  0.7093
O (-1.284, -5.852, -5.107)  0.2234
C (-1.471, -2.302, -1.551)  -0.6580
H (-0.756, 2.171, 8.053)  0.2216
C (5.971, 1.066, -6.025)  -0.6810
H (-3.920, -3.636, -3.525)  -0.1503
P (-1.140, -1.260, -3.940)  1.1859
O (4.885, 2.278, 0.949)  -0.3449
C (-1.334, 0.825, 3.031)  0.1442
O (6.635, 0.691, 1.281)  -0.3771
H (2.985, 1.117, 4.638)  0.3608
H (4.879, -0.697, -8.223)  0.3534
H (-2.862, -0.483, 3.730)  1.2046
H (-0.549, 3.936, 4.162)  0.7387
H (8.309, -1.601, -10.124)  0.2464
H (-3.813, 1.516, 6.698)  0.3450
O (-1.057, -0.684, 1.120)  -0.5097
O (-0.891, -2.461, -2.861)  -0.2968
O (0.314, -7.501, -4.408)  -0.7116
H (0.534, 3.309, 7.879)  0.5686
C (8.504, -1.571, -9.054)  -0.6781
H (-2.349, -4.147, -5.555)  0.1141
H (0.103, 2.364, 6.475)  0.1677
C (3.803, 1.317, 0.974)  -0.3241
C (-3.225, -2.906, 0.926)  -0.9837
C (-2.372, 0.474, 3.849)  -1.1955
H (-2.959, 8.652, 4.409)  0.3346
H (-0.936, -2.947, -0.859)  0.3055
P (1.309, 0.273, 3.590)  0.6725
C (-0.316, 2.871, 7.345)  -1.5164
H (0.755, 1.604, -4.752)  0.3213
O (1.350, -1.363, 3.711)  -0.5148
O (-0.723, 0.179, -4.609)  -0.4014
C (-0.647, 0.104, 1.899)  -0.5885
H (-5.071, 10.131, 7.545)  0.3141
H (1.358, -2.366, -4.099)  0.4177
H (1.116, 0.077, -5.579)  0.2244
H (1.222, 0.188, -3.803)  0.3087
H (-0.954, 5.846, 5.788)  0.2955
H (-4.679, -5.222, -3.840)  0.2488
C (2.236, -7.051, -6.599)  -0.6004
C (-4.863, -4.187, -3.543)  -0.1903
H (3.744, 0.757, 0.039)  0.3201
H (7.433, 1.021, -3.019)  0.2396
H (9.155, -2.400, -8.783)  0.2715
H (4.977, 0.724, -5.731)  0.2473
H (6.224, 1.954, -5.451)  0.2617

Computed, not measured: 8 unconnected molecules or ions with the total composition C33H75N3O9 at a distorted geometry, with ωB97M-V with the def2-TZVPD basis set.

As for the net charge: -2.

Each line ends with the Mulliken charge.
Geometry (Å):
H (-19.066, -9.030, -22.967)  0.3379
C (-15.680, -14.144, -21.199)  -0.8505
C (-16.844, -17.666, -22.378)  -0.2133
C (-21.521, -20.804, -16.738)  -2.1175
H (-23.294, -20.216, -20.863)  0.4434
C (-17.349, -9.787, -24.127)  1.8039
H (-16.503, -14.181, -19.156)  0.4716
H (-16.057, -13.771, -22.162)  -0.1507
H (-19.305, -20.174, -20.975)  0.2448
H (-17.068, -12.117, -21.015)  0.1998
H (-19.384, -11.131, -27.652)  0.3974
C (-21.338, -19.321, -20.208)  2.0547
H (-18.352, -11.930, -22.702)  -1.1737
H (-17.547, -7.735, -24.911)  0.4590
C (-21.022, -20.861, -18.178)  1.9407
H (-17.678, -12.704, -26.559)  0.4286
H (-19.556, -13.362, -21.201)  -0.4042
H (-16.062, -17.104, -21.851)  -0.1773
H (-21.044, -22.211, -20.968)  0.3361
H (-19.804, -18.556, -24.180)  0.3139
H (-17.637, -17.558, -21.633)  0.0979
H (-23.188, -7.919, -19.000)  0.3698
C (-18.927, -11.368, -25.453)  2.0946
O (-16.978, -12.444, -20.116)  -0.6717
H (-18.216, -20.162, -22.266)  -0.5473
H (-20.528, -11.959, -26.671)  0.3541
O (-17.074, -10.213, -26.416)  -0.5240
H (-22.480, -20.303, -16.625)  0.4510
O (-20.108, -15.193, -19.109)  -0.6413
H (-21.822, -17.188, -19.837)  0.2041
H (-15.354, -10.473, -24.480)  0.4377
C (-23.506, -8.839, -18.495)  -1.2689
C (-19.101, -11.154, -22.907)  1.1858
H (-15.216, -15.124, -21.232)  0.4487
C (-17.851, -19.490, -24.315)  2.3121
H (-21.620, -21.788, -16.259)  0.4090
H (-20.333, -12.375, -24.048)  0.5307
C (-20.713, -14.335, -19.796)  0.1837
H (-18.010, -16.605, -17.787)  0.3139
C (-16.775, -13.862, -20.155)  0.4445
O (-21.309, -12.819, -16.507)  -0.5317
H (-17.672, -21.519, -25.210)  0.4746
C (-17.359, -20.014, -22.937)  -0.1550
H (-24.565, -8.856, -18.254)  0.2948
H (-17.467, -12.974, -24.823)  0.1343
C (-23.061, -10.015, -19.348)  0.1091
H (-22.039, -9.830, -19.693)  0.1508
C (-22.093, -18.020, -20.498)  -2.0867
C (-18.185, -12.700, -25.592)  -1.7384
C (-21.864, -21.924, -18.930)  -1.4828
H (-17.780, -9.789, -21.995)  0.5937
C (-16.904, -8.329, -24.258)  -2.0045
H (-20.609, -10.661, -24.288)  0.4203
H (-21.346, -22.883, -18.752)  0.3975
C (-15.799, -16.370, -24.238)  -1.9771
H (-16.189, -11.697, -23.646)  0.2781
O (-17.640, -17.796, -26.007)  -0.4704
H (-14.852, -13.423, -21.122)  0.4048
H (-16.896, -7.837, -23.286)  0.4028
C (-18.233, -16.071, -23.698)  -0.7996
H (-19.337, -21.542, -19.318)  0.2672
H (-15.330, -15.798, -23.432)  0.2375
C (-20.017, -19.342, -21.039)  -1.0959
C (-16.102, -10.611, -23.691)  -1.6913
O (-23.166, -11.215, -18.619)  -0.4488
N (-17.265, -18.201, -24.719)  -0.0842
C (-19.827, -11.116, -26.657)  -2.0331
H (-16.058, -19.430, -21.314)  0.6016
H (-14.954, -17.079, -24.294)  0.4714
C (-22.213, -20.421, -20.861)  -1.4594
C (-19.380, -19.526, -24.448)  -2.0747
H (-19.932, -15.031, -21.811)  -0.8083
H (-19.043, -16.443, -23.069)  -0.1104
C (-21.943, -21.871, -20.453)  -0.7576
H (-15.917, -8.288, -24.728)  0.3472
H (-22.912, -8.744, -17.580)  0.3279
C (-17.240, -20.512, -25.303)  -2.0896
H (-17.003, -21.051, -22.906)  0.4666
H (-23.708, -10.027, -20.234)  0.2490
H (-22.819, -22.152, -18.449)  0.4058
H (-21.057, -12.285, -17.269)  0.2739
H (-16.192, -20.789, -25.162)  0.3474
O (-21.669, -13.626, -19.374)  -0.8929
H (-18.585, -17.564, -25.937)  0.3736
C (-19.566, -21.376, -18.265)  -1.8390
H (-17.830, -15.111, -23.391)  -0.1862
C (-19.823, -11.421, -24.201)  -1.8215
H (-19.599, -19.731, -25.500)  0.5029
H (-21.172, -13.696, -21.679)  0.6277
H (-22.817, -22.472, -20.717)  0.3663
H (-17.408, -9.513, -26.987)  0.3488
O (-20.366, -18.614, -18.151)  -0.8156
H (-18.947, -13.484, -25.611)  0.4081
H (-18.639, -15.243, -18.101)  0.5177
H (-19.460, -22.309, -17.691)  0.4686
H (-18.750, -16.019, -24.663)  0.2127
H (-18.791, -20.724, -17.859)  0.3491
H (-22.679, -11.889, -19.133)  0.3407
C (-20.285, -14.178, -21.247)  0.9073
H (-22.146, -20.353, -21.960)  0.3756
H (-19.465, -18.399, -21.016)  -0.2580
H (-17.431, -20.166, -26.322)  0.3815
C (-16.327, -19.086, -22.317)  -1.3117
H (-15.363, -19.248, -22.819)  0.2944
H (-15.729, -10.237, -22.739)  0.4159
C (-18.324, -9.836, -22.938)  -1.6964
H (-20.254, -19.487, -22.110)  0.0166
H (-19.796, -11.205, -22.069)  0.6381
C (-17.059, -17.091, -23.771)  2.5958
H (-15.801, -15.948, -25.240)  0.3207
N (-21.135, -19.566, -18.813)  0.5157
H (-20.732, -20.294, -16.180)  0.3841
O (-17.961, -15.677, -17.532)  -0.7209
H (-22.213, -17.686, -21.527)  0.1846
N (-18.023, -10.200, -25.352)  0.2143
H (-21.182, -12.250, -15.740)  0.2498
H (-17.677, -14.353, -20.519)  -0.3544
H (-20.365, -10.194, -26.443)  0.4986
H (-19.811, -20.296, -23.814)  0.5625
H (-23.070, -18.183, -20.017)  0.5388

Computed, not measured: 10 unconnected molecules or ions with the total composition C33H76BNO11P at a distorted geometry, with ωB97M-V with the def2-TZVPD basis set.

As for the net charge: -1.

Each line ends with the Mulliken charge.
Geometry (Å):
H (4.670, 0.399, -4.099)  0.2274
C (-4.603, 2.234, 2.791)  -0.7359
H (5.531, 0.960, -5.544)  0.2330
C (4.452, -2.393, 0.511)  -0.8482
H (6.251, -1.411, -6.005)  0.3495
H (-5.297, 1.990, 1.948)  0.3410
H (1.750, 4.563, -4.872)  0.2477
H (7.451, 0.124, -4.587)  0.2155
C (-0.500, -3.946, 6.505)  -1.3509
H (-5.355, -1.269, -0.569)  0.2782
C (-0.411, 1.092, 1.045)  0.4490
C (1.046, 3.755, -4.646)  0.0670
H (4.289, -1.929, 5.517)  0.3320
H (-0.674, 4.767, -5.479)  0.3552
C (-3.526, -0.244, 2.032)  -0.2766
H (-4.433, -5.507, 7.013)  0.3083
H (-4.695, 2.941, -9.355)  0.3478
H (0.593, -3.418, 4.249)  0.2181
C (5.395, -1.193, -5.359)  -0.9958
H (-2.828, 1.943, 1.268)  0.0967
H (0.171, 3.371, -1.586)  0.1549
C (5.175, -2.512, 5.253)  -1.0105
H (1.393, 1.230, -2.631)  0.1715
H (-0.846, 3.004, -5.360)  0.2846
H (0.428, -4.515, 6.390)  0.3560
H (-2.608, -1.540, 3.720)  -0.4389
C (0.231, -0.087, 0.440)  -0.4042
H (-4.821, -4.186, 5.921)  0.2145
C (-8.199, 2.674, -0.613)  -1.0259
C (-3.758, -2.725, 2.274)  -0.5291
H (6.478, -0.805, 4.989)  0.2603
H (0.165, 3.695, -6.619)  0.2404
O (3.292, -1.870, -1.538)  -0.4174
H (12.182, 0.112, -5.310)  0.3258
O (-3.109, -5.839, 4.702)  -0.4850
O (-0.206, -2.890, 4.356)  -0.3864
H (-5.150, 1.945, 3.738)  0.2283
H (0.727, 3.854, -3.609)  -0.0175
H (-2.047, 0.319, 4.722)  -0.0287
C (-1.010, 0.927, 2.469)  -0.5855
H (-6.050, -5.417, 6.282)  0.3585
H (5.293, -1.748, 0.244)  0.3121
C (-1.117, -3.646, 5.150)  0.0588
H (4.050, -1.325, -1.784)  0.1870
O (9.606, 0.835, -5.538)  -0.5367
C (-4.481, 3.830, 2.759)  -0.9845
H (-0.397, 1.607, 3.137)  0.2828
O (-1.347, 2.635, 5.727)  -0.6093
C (-4.538, -2.548, 1.046)  -0.3622
C (-4.985, -5.250, 6.104)  -0.9489
H (10.251, 1.430, -5.936)  0.2916
C (0.885, 1.186, -1.624)  0.0329
C (3.775, -2.938, -0.731)  -0.3426
H (5.651, -2.862, 6.173)  0.3470
H (-4.985, -3.468, 0.591)  0.2587
C (11.451, -0.582, -4.885)  -1.1556
H (11.858, -1.594, -4.939)  0.3168
H (4.479, -1.289, -5.945)  0.3354
C (-3.213, -1.444, 2.801)  0.3187
H (-3.322, 3.811, 6.372)  0.2745
H (-0.244, -3.020, 7.023)  0.3464
H (-7.430, 4.578, -1.273)  0.2839
H (-6.811, 3.192, -2.192)  0.2598
O (1.710, 2.516, -4.762)  -0.4017
C (-2.938, 0.989, 4.510)  -1.0868
H (4.743, -0.708, 3.479)  0.2771
H (0.283, -1.063, 0.986)  0.2920
H (-3.864, 0.411, 4.797)  0.0906
B (-2.710, 2.245, 5.487)  0.8980
H (-0.883, 3.220, 0.721)  0.2592
H (-2.324, 2.797, 3.089)  0.3754
H (-8.472, 3.020, 0.385)  0.2457
H (3.754, -1.784, 1.088)  0.1756
O (-1.525, 3.668, -8.490)  -0.4710
H (-3.486, 1.841, -8.661)  0.3356
C (-3.798, 2.887, -8.734)  -1.0365
H (4.820, -3.203, 1.145)  0.3432
H (-2.993, 4.785, -9.364)  0.2694
H (-2.636, -6.091, 5.504)  0.2816
C (5.514, 0.195, -4.760)  -0.1369
H (4.472, -3.543, -1.322)  0.2573
H (11.324, -0.309, -3.836)  0.3055
H (-3.755, 4.116, 1.949)  0.1801
O (5.510, -1.239, 3.229)  -0.4490
H (2.006, 2.416, -5.674)  0.2724
P (-2.843, 1.480, 2.651)  1.0698
C (0.227, 2.390, -1.053)  -0.5921
C (-0.394, 2.322, 0.266)  -0.1585
H (-0.994, 3.124, 4.963)  0.3122
H (-1.365, -4.565, 4.621)  0.3012
H (1.389, -0.983, -1.302)  0.1428
H (-7.861, 1.639, -0.511)  0.2813
O (-5.954, 3.517, -0.354)  -0.4153
H (4.830, -3.377, 4.684)  0.2343
H (-0.777, -0.116, 2.804)  0.0281
O (-3.749, 2.976, 6.092)  -0.6152
C (-2.685, 3.740, -9.312)  -0.2720
C (-4.740, -1.291, 0.367)  -0.5414
H (7.010, -2.272, 4.146)  0.2888
H (-5.654, 2.599, -0.290)  0.2114
O (6.709, 0.297, -3.994)  -0.4718
C (0.874, -0.064, -0.876)  -0.5365
H (10.254, -0.751, -6.678)  0.2666
H (2.922, -3.563, -0.458)  0.3010
H (-3.587, -3.707, 2.764)  0.4096
H (-5.033, -5.799, 4.020)  0.2974
H (5.391, -1.950, -4.571)  0.2246
H (-5.517, 4.184, 2.478)  0.3752
H (-1.189, -4.521, 7.131)  0.3393
H (-4.048, 3.217, -7.724)  0.2638
N (-4.228, -0.138, 0.866)  -0.1848
H (-9.088, 2.692, -1.249)  0.3762
C (-7.097, 3.542, -1.193)  -0.2297
C (-4.496, -6.073, 4.928)  -0.3629
H (-4.193, 4.265, 3.746)  0.2149
H (-2.030, -3.060, 5.268)  0.2277
C (10.130, -0.488, -5.623)  -0.0710
C (6.137, -1.680, 4.426)  -0.2773
H (9.398, -1.166, -5.182)  0.2804
C (-0.149, 3.815, -5.579)  -0.9414
H (-4.648, -7.142, 5.110)  0.3123
H (-2.423, 3.406, -10.322)  0.2604
H (-1.250, 2.744, -8.454)  0.2828

Number 1: highest occupied orbital energy -8.67 eV. Number 2: highest occupied orbital energy 0.93 eV. Number 3: highest occupied orbital energy -3.66 eV.